[1]
Molecular formula: C2H4N2O2
Method: DFT, ωB97M-V/def2-TZVPD

ΔE to the lowest compared entry with this formula, charge and spin: 332.2 kJ/mol
E_HOMO: -9.19 eV
structure (SMILES): [H]/N=C/N(O)C=O
HOMO-LUMO gap: 9.819 eV

Each line ends with the Löwdin charge.
Positions of all 10 atoms, in Å:
1 C 0.480 -0.750 0.063  -0.202
2 C -1.687 0.382 0.017  -0.215
3 H 1.330 1.310 -0.298  0.134
4 H -0.050 -1.682 0.419  0.154
5 H 2.451 -1.355 -0.031  0.093
6 H -2.148 1.347 0.007  0.133
7 N -0.270 0.405 0.091  -0.171
8 N 1.748 -0.547 -0.119  0.056
9 O 0.366 1.588 -0.018  -0.016
10 O -2.221 -0.700 -0.133  0.033

---

[2]
Molecular formula: C21H35AsBMnO10P2
Method: DFT, ωB97M-V/def2-TZVPD

ΔE to the lowest compared entry with this formula, charge and spin: 159.5 kJ/mol
total charge: -1
E_HOMO (alpha / beta): -5.35 / -5.61 eV
2S+1: 2
<S²>: 0.870
HOMO-LUMO gap (alpha / beta): 7.901 / 8.154 eV

Each line ends with the Löwdin charge.
Positions of all 71 atoms, in Å:
1 Mn -0.422 -0.052 -0.047  0.598
2 C -2.386 0.626 0.773  -0.243
3 C -2.378 0.595 -0.650  -0.266
4 C -1.390 1.531 -1.092  -0.264
5 C -0.747 2.060 0.049  -0.265
6 C -1.394 1.518 1.202  -0.233
7 C -1.104 1.830 2.634  -0.011
8 C 0.382 3.041 0.014  -0.029
9 C -1.188 2.007 -2.499  -0.001
10 C -3.450 -0.044 -1.484  -0.018
11 C -3.290 -0.155 1.671  -0.012
12 H -2.035 1.945 3.192  0.079
13 H -0.536 2.757 2.725  0.078
14 H -0.510 1.040 3.093  0.069
15 H 0.036 4.057 -0.199  0.080
16 H 1.107 2.756 -0.749  0.068
17 H 0.913 3.048 0.966  0.076
18 H -0.761 3.012 -2.497  0.080
19 H -2.141 2.054 -3.029  0.083
20 H -0.527 1.360 -3.073  0.054
21 H -4.395 0.492 -1.355  0.092
22 H -3.619 -1.083 -1.196  0.092
23 H -3.196 -0.025 -2.542  0.078
24 H -3.823 0.518 2.348  0.080
25 H -2.727 -0.880 2.259  0.078
26 H -4.031 -0.714 1.099  0.078
27 C 2.212 -3.241 3.225  -0.072
28 C 1.259 -2.197 2.678  -0.580
29 O 0.564 -1.598 3.800  -0.078
30 P 2.111 -0.809 1.855  0.370
31 O 3.015 -1.220 0.739  -0.317
32 O 3.018 -0.172 3.034  -0.130
33 O 1.052 0.216 1.480  -0.323
34 P -0.045 -2.913 1.597  0.353
35 O 0.840 -3.471 0.369  -0.137
36 O -0.789 -3.982 2.297  -0.294
37 O -0.845 -1.697 1.136  -0.337
38 H 2.860 -2.796 3.982  0.077
39 H 2.833 -3.638 2.422  0.083
40 H 1.635 -4.053 3.670  0.079
41 H -0.263 -1.241 3.448  0.064
42 H 2.026 -0.078 -0.306  -0.037
43 H 2.450 0.186 3.729  0.070
44 H 0.252 -3.660 -0.376  0.054
45 C 1.766 0.213 -3.987  -0.317
46 As 2.692 -0.381 -2.368  1.181
47 C 2.297 -2.292 -2.467  -0.282
48 C 4.508 1.738 -0.325  0.051
49 O 1.485 0.141 -1.101  -0.449
50 H 2.396 -0.107 -4.821  0.017
51 H 1.710 1.301 -3.999  0.015
52 H 0.774 -0.216 -4.090  -0.001
53 H 3.039 -2.745 -3.128  0.020
54 H 1.302 -2.516 -2.848  0.017
55 H 2.420 -2.692 -1.460  0.012
56 H 5.346 1.775 -1.002  -0.031
57 H 4.379 0.900 0.343  -0.034
58 H 3.726 2.476 -0.404  -0.030
59 O -1.029 -1.052 -2.879  0.082
60 B -0.895 -1.396 -1.496  -0.424
61 O -1.259 -2.765 -1.400  0.114
62 C -1.575 -3.209 -2.648  -0.209
63 C -1.972 -4.465 -3.047  0.011
64 C -2.229 -4.641 -4.407  -0.103
65 C -2.092 -3.594 -5.310  -0.105
66 C -1.690 -2.324 -4.894  0.001
67 C -1.436 -2.162 -3.549  -0.228
68 H -2.078 -5.270 -2.331  0.121
69 H -2.542 -5.613 -4.765  0.094
70 H -2.300 -3.767 -6.359  0.093
71 H -1.578 -1.502 -5.588  0.115

---

[3]
Molecular formula: C12H16N3
Method: DFT, ωB97M-V/def2-TZVPD

ΔE to the lowest compared entry with this formula, charge and spin: 817.8 kJ/mol
total charge: +1
E_HOMO (alpha / beta): -10.94 / -10.95 eV
HOMO-LUMO gap (alpha / beta): 6.541 / 7.410 eV

Each line ends with the Löwdin charge.
Positions of all 31 atoms, in Å:
1 C -1.609 -1.930 0.492  -0.031
2 C -0.328 -2.140 0.216  -0.042
3 C 1.771 -1.342 -0.612  -0.002
4 C -3.718 -0.934 -0.155  -0.080
5 C -2.252 -0.636 0.348  -0.212
6 C -2.060 0.591 0.648  0.052
7 C 2.546 -0.214 -0.671  -0.250
8 C -2.823 1.727 0.226  -0.202
9 C -3.987 1.327 -0.659  -0.208
10 C 0.743 0.149 0.709  0.041
11 C 3.743 -0.030 -1.574  -0.005
12 C 3.160 0.772 1.461  0.029
13 N -4.487 -0.019 -0.501  0.054
14 N 0.663 -1.143 0.109  -0.058
15 N 2.124 0.678 0.370  -0.074
16 H -2.412 -2.677 0.478  0.113
17 H -0.076 -3.124 -0.075  0.119
18 H 1.926 -2.233 -1.245  0.166
19 H -4.055 -1.938 -0.049  0.105
20 H -3.117 2.399 1.055  0.117
21 H -2.111 2.472 -0.321  0.155
22 H -4.969 2.039 -0.399  0.178
23 H -3.786 1.491 -1.699  0.106
24 H 0.527 0.095 1.734  0.107
25 H 3.770 0.975 -2.205  0.141
26 H 4.034 -0.859 -2.126  0.065
27 H 4.477 0.197 -0.808  0.063
28 H 3.694 -0.126 1.722  0.111
29 H 3.867 1.427 1.015  0.082
30 H 2.735 1.311 2.404  0.151
31 H 2.009 1.694 0.114  0.211

---

[4]
Molecular formula: C15H38BaCu2NO10P2
Method: DFT, ωB97M-V/def2-TZVPD

ΔE to the lowest compared entry with this formula, charge and spin: 0.0 kJ/mol
total charge: +3
E_HOMO: -17.66 eV
HOMO-LUMO gap: 6.501 eV

Each line ends with the Löwdin charge.
Positions of all 69 atoms, in Å:
1 Cu -6.603 17.812 9.627  0.733
2 Cu -6.862 20.030 11.882  0.496
3 Ba -3.638 20.063 10.320  1.960
4 O -6.287 20.044 9.708  -0.532
5 H -6.830 20.839 9.617  -0.030
6 C -3.558 18.806 6.469  -0.284
7 O -3.559 19.230 7.650  -0.241
8 N -4.515 19.034 5.588  -0.158
9 C -4.287 18.650 4.198  -0.012
10 C -5.721 19.744 5.903  -0.024
11 H -2.668 18.295 6.099  0.158
12 H -4.761 17.737 3.844  0.107
13 H -3.231 18.571 3.940  0.103
14 H -4.615 19.482 3.571  0.105
15 H -6.623 19.174 5.667  0.108
16 H -5.789 20.066 6.939  0.061
17 H -5.782 20.644 5.285  0.108
18 C -3.067 25.159 6.366  -0.058
19 C -3.515 23.703 6.559  -0.201
20 O -2.995 23.103 7.779  -0.164
21 P -3.153 23.679 9.213  0.338
22 O -2.987 22.610 10.248  -0.476
23 O -4.514 24.470 9.337  -0.145
24 C -5.727 23.705 9.502  -0.239
25 C -6.134 23.721 10.963  -0.039
26 O -2.097 24.811 9.285  -0.142
27 C -1.766 25.425 10.561  -0.227
28 C -0.668 26.445 10.408  -0.059
29 H -2.034 25.345 6.654  0.090
30 H -3.317 25.481 5.360  0.096
31 H -3.606 25.785 7.085  0.076
32 H -4.600 23.729 6.616  0.114
33 H -3.049 23.189 5.726  0.124
34 H -6.488 24.174 8.882  0.137
35 H -5.576 22.675 9.156  0.083
36 H -5.802 24.632 11.455  0.105
37 H -7.196 23.518 11.090  0.064
38 H -5.602 22.921 11.500  0.060
39 H -2.625 26.010 10.905  0.126
40 H -1.499 24.661 11.287  0.119
41 H -0.448 26.923 11.363  0.094
42 H 0.276 25.995 10.087  0.089
43 H -0.879 27.239 9.693  0.090
44 C -10.326 21.634 9.034  -0.058
45 C -10.910 21.903 10.398  -0.223
46 O -9.967 22.698 11.172  -0.166
47 P -9.500 22.226 12.591  0.348
48 O -8.385 21.240 12.524  -0.272
49 O -9.176 23.503 13.410  -0.163
50 C -10.057 24.688 13.281  -0.205
51 C -9.935 25.451 14.566  -0.050
52 O -10.784 21.613 13.254  -0.185
53 C -10.645 20.878 14.531  -0.212
54 C -11.996 20.911 15.205  -0.048
55 H -9.378 21.097 9.054  0.056
56 H -11.098 21.166 8.422  0.096
57 H -10.170 22.596 8.538  0.089
58 H -11.815 22.498 10.277  0.137
59 H -11.240 21.022 10.947  0.119
60 H -9.767 25.206 12.371  0.123
61 H -11.079 24.333 13.136  0.121
62 H -9.017 26.029 14.614  0.087
63 H -10.790 26.114 14.705  0.096
64 H -9.989 24.755 15.403  0.089
65 H -10.383 19.871 14.204  0.116
66 H -9.825 21.290 15.121  0.121
67 H -12.602 20.096 14.822  0.088
68 H -11.907 20.677 16.271  0.093
69 H -12.400 21.920 15.212  0.090

---

[5]
Molecular formula: C32H38BrIrN3OSb
Method: DFT, ωB97M-V/def2-TZVPD

total charge: +2
E_HOMO (alpha / beta): -12.79 / -12.82 eV
HOMO-LUMO gap (alpha / beta): 4.715 / 4.786 eV

Each line ends with the Löwdin charge.
Positions of all 77 atoms, in Å:
1 Ir -0.169 0.133 0.098  1.196
2 C -2.948 1.175 1.621  -0.027
3 C -2.981 1.686 0.226  -0.291
4 C -3.989 2.545 -0.197  0.019
5 C -4.009 2.986 -1.506  -0.006
6 C -3.030 2.520 -2.374  -0.104
7 C -2.056 1.662 -1.889  -0.416
8 N -2.021 1.279 -0.617  -0.034
9 Sb -0.684 0.910 -3.450  1.590
10 C 1.151 1.533 -2.423  -0.434
11 C 2.087 2.134 -3.248  -0.105
12 C 3.238 2.663 -2.683  -0.009
13 C 3.388 2.588 -1.312  0.016
14 C 2.409 1.965 -0.541  -0.306
15 C 2.568 1.899 0.939  -0.048
16 N 1.318 1.437 -1.109  -0.031
17 C -0.623 -1.172 -2.744  -0.428
18 C -0.721 -2.117 -3.750  -0.104
19 C -0.810 -3.459 -3.407  -0.008
20 C -0.822 -3.794 -2.067  0.017
21 C -0.709 -2.794 -1.104  -0.310
22 C -0.745 -3.136 0.347  -0.054
23 N -0.592 -1.509 -1.459  -0.041
24 H -3.793 1.540 2.200  0.101
25 H -2.980 0.085 1.610  0.092
26 H -2.030 1.493 2.110  0.057
27 H -4.752 2.859 0.501  0.132
28 H -4.778 3.661 -1.851  0.130
29 H -3.019 2.814 -3.414  0.095
30 H 1.907 2.193 -4.311  0.095
31 H 3.986 3.135 -3.302  0.129
32 H 4.255 3.012 -0.828  0.135
33 H 2.865 2.872 1.329  0.106
34 H 1.629 1.597 1.402  0.030
35 H 3.354 1.189 1.199  0.079
36 H -0.733 -1.804 -4.784  0.097
37 H -0.887 -4.216 -4.173  0.130
38 H -0.926 -4.823 -1.756  0.135
39 H -1.610 -3.763 0.568  0.105
40 H 0.147 -3.699 0.625  0.081
41 H -0.805 -2.221 0.948  0.028
42 C 4.066 -1.139 7.018  -0.024
43 C 3.428 -2.255 6.165  -0.555
44 C 2.588 -3.158 7.093  -0.024
45 C 4.548 -3.104 5.568  -0.054
46 C 2.526 -1.643 5.134  -0.123
47 C 2.709 -1.849 3.758  -0.049
48 C 1.871 -1.247 2.860  -0.471
49 Br 2.169 -1.484 0.973  0.940
50 C 0.769 -0.414 3.227  -0.393
51 O 0.010 0.113 2.351  -0.253
52 C 0.594 -0.201 4.652  -0.054
53 C 1.462 -0.814 5.522  0.050
54 C -0.551 0.665 5.140  -0.522
55 C -0.455 2.062 4.503  -0.026
56 C -0.562 0.852 6.660  -0.047
57 C -1.865 -0.037 4.745  -0.023
58 H 4.737 -1.590 7.745  0.094
59 H 3.323 -0.562 7.563  0.082
60 H 4.645 -0.465 6.390  0.094
61 H 3.245 -3.595 7.840  0.095
62 H 2.131 -3.963 6.522  0.094
63 H 1.808 -2.606 7.608  0.082
64 H 5.161 -3.495 6.375  0.095
65 H 5.193 -2.517 4.921  0.090
66 H 4.151 -3.953 5.017  0.091
67 H 3.519 -2.466 3.407  0.104
68 H 1.320 -0.640 6.573  0.104
69 H 0.398 2.595 4.916  0.095
70 H -1.353 2.633 4.718  0.093
71 H -0.333 2.006 3.425  0.052
72 H 0.353 1.321 7.014  0.094
73 H -0.708 -0.091 7.181  0.092
74 H -1.390 1.506 6.923  0.097
75 H -1.877 -0.268 3.688  0.049
76 H -2.713 0.603 4.976  0.095
77 H -1.971 -0.967 5.302  0.098

---

[6]
Molecular formula: C40H52N4O12Se2SiSn
Method: DFT, ωB97M-V/def2-TZVPD

ΔE to the lowest compared entry with this formula, charge and spin: 149.2 kJ/mol
total charge: -2
E_HOMO: -1.32 eV
HOMO-LUMO gap: 4.719 eV

Each line ends with the Löwdin charge.
Positions of all 112 atoms, in Å:
1 Sn -0.374 0.174 0.244  1.030
2 O -5.043 -2.267 0.088  0.083
3 C -3.695 -2.043 0.010  -0.459
4 O -3.155 -1.176 0.615  -0.005
5 C -3.029 -2.973 -0.968  -0.153
6 C -3.770 -3.914 -1.683  0.010
7 C -3.101 -4.716 -2.588  -0.049
8 C -1.730 -4.558 -2.738  -0.008
9 C -1.079 -3.605 -1.959  -0.179
10 N -1.720 -2.832 -1.097  0.224
11 C 0.432 -3.438 -1.988  -0.450
12 O 1.068 -3.973 -3.074  0.090
13 O 1.055 -2.933 -1.113  0.157
14 H -5.367 -1.563 0.672  0.126
15 H -4.833 -3.993 -1.523  0.112
16 H -3.634 -5.458 -3.169  0.105
17 H -1.193 -5.187 -3.435  0.110
18 H 0.455 -4.045 -3.815  0.082
19 O 6.593 -1.071 2.918  -0.059
20 C 6.162 0.041 2.561  -0.698
21 O 6.739 1.141 2.484  -0.057
22 C 4.671 0.055 2.141  -0.088
23 C 4.068 1.208 1.671  0.047
24 C 2.722 1.190 1.322  -0.188
25 N 1.993 0.071 1.352  0.080
26 C 2.571 -1.052 1.785  -0.187
27 C 3.889 -1.084 2.223  0.049
28 C 1.744 -2.289 1.820  -0.229
29 C 2.329 -3.556 1.789  -0.022
30 C 1.512 -4.666 1.873  -0.084
31 C 0.140 -4.488 1.989  -0.078
32 C -0.349 -3.192 1.980  -0.146
33 N 0.429 -2.124 1.891  0.056
34 C 2.009 2.436 0.917  -0.187
35 C 2.621 3.683 1.017  0.001
36 C 1.908 4.817 0.679  -0.077
37 C 0.604 4.688 0.232  -0.060
38 C 0.068 3.417 0.146  -0.169
39 N 0.746 2.327 0.497  0.007
40 H 4.685 2.090 1.599  0.106
41 H 4.334 -1.976 2.640  0.111
42 H 3.397 -3.664 1.673  0.110
43 H 1.939 -5.660 1.837  0.097
44 H -0.536 -5.330 2.069  0.090
45 H -1.413 -2.990 2.045  0.105
46 H 3.636 3.765 1.372  0.104
47 H 2.372 5.793 0.759  0.106
48 H 0.007 5.544 -0.048  0.113
49 H -0.946 3.246 -0.205  0.032
50 O -5.579 1.804 3.816  -0.074
51 C -4.508 2.741 3.627  -0.225
52 C -3.517 2.235 2.579  -0.571
53 C -2.542 3.392 2.339  -0.302
54 O -3.121 4.481 1.619  -0.111
55 C -4.281 1.920 1.291  -0.557
56 Se -3.148 1.693 -0.313  0.496
57 C -2.819 0.952 3.090  -0.545
58 Se -0.847 0.826 3.001  0.443
59 H -6.111 2.120 4.551  0.070
60 H -3.968 2.884 4.572  0.121
61 H -4.908 3.708 3.301  0.118
62 H -1.682 2.999 1.807  0.006
63 H -2.180 3.788 3.290  0.122
64 H -3.276 4.123 0.729  0.019
65 H -4.985 2.721 1.059  0.048
66 H -4.867 1.012 1.437  0.038
67 H -3.178 0.113 2.501  0.011
68 H -3.104 0.764 4.125  0.042
69 C 2.341 4.864 -2.947  -0.025
70 C 1.498 3.798 -3.638  -0.640
71 C 1.773 3.820 -5.142  -0.034
72 C 0.015 4.040 -3.366  -0.010
73 O 1.923 2.558 -3.103  -0.103
74 Si 1.158 1.090 -3.036  0.009
75 O 0.142 0.803 -1.878  -0.444
76 O 2.359 -0.040 -2.971  -0.091
77 C 3.697 -0.086 -3.405  -0.656
78 C 3.770 0.216 -4.901  -0.028
79 C 4.562 0.895 -2.616  -0.018
80 C 4.164 -1.512 -3.129  -0.030
81 O 0.428 1.007 -4.544  -0.120
82 C -0.670 0.191 -4.903  -0.654
83 C -0.422 -1.239 -4.437  -0.038
84 C -0.755 0.244 -6.424  -0.039
85 C -1.960 0.721 -4.277  -0.027
86 H 2.074 5.860 -3.308  0.082
87 H 3.400 4.688 -3.146  0.084
88 H 2.184 4.822 -1.869  0.057
89 H 1.417 4.756 -5.579  0.080
90 H 1.263 2.984 -5.620  0.071
91 H 2.845 3.731 -5.328  0.079
92 H -0.260 5.061 -3.640  0.087
93 H -0.205 3.881 -2.310  0.067
94 H -0.595 3.343 -3.939  0.072
95 H 3.410 1.227 -5.099  0.070
96 H 3.137 -0.483 -5.450  0.080
97 H 4.797 0.126 -5.264  0.080
98 H 4.171 1.908 -2.709  0.071
99 H 5.591 0.866 -2.981  0.082
100 H 4.560 0.623 -1.559  0.086
101 H 3.590 -2.225 -3.727  0.077
102 H 4.005 -1.749 -2.077  0.087
103 H 5.226 -1.622 -3.361  0.080
104 H 0.504 -1.618 -4.870  0.087
105 H -1.259 -1.885 -4.723  0.087
106 H -0.320 -1.239 -3.348  0.070
107 H 0.179 -0.113 -6.862  0.079
108 H -0.918 1.273 -6.752  0.080
109 H -1.579 -0.375 -6.788  0.078
110 H -1.838 0.814 -3.198  0.055
111 H -2.794 0.046 -4.486  0.083
112 H -2.203 1.706 -4.680  0.081

---

no.,electronic energy (eV)
1,-9211.779
2,-154241.467
3,-17159.571
4,-146669.202
5,-119721.222
6,-217266.264